60
Properties=species:S:1:pos:R:3:mulliken_charge:R:1 method="wB97M-V/def2-TZVPD" largest_force_ha_per_bohr=0.061 gap_ev="4.12 / 4.11" charge=+2 e_tot_ha=-3831.091596 multiplicity=1
Pt 0.293 0.666 0.421 1.222
N 0.471 4.508 2.737 0.140
C 0.557 3.968 1.512 -0.400
N 0.501 2.655 1.618 -0.260
C 0.375 2.433 2.963 0.302
N 0.360 3.554 3.650 -0.660
C 0.277 1.089 3.498 0.576
C 0.447 0.785 4.859 -0.445
N 0.481 -0.458 5.266 -0.518
C 0.323 -1.430 4.391 -0.446
C 0.059 -1.147 3.048 -0.185
N 0.049 0.105 2.622 -0.094
H 0.465 5.482 3.014 0.213
H 0.659 4.532 0.606 0.590
H 0.576 1.564 5.597 0.490
H 0.423 -2.444 4.751 0.396
H -0.122 -1.938 2.333 0.537
Cl 4.296 -5.178 0.078 -0.078
C 3.205 -3.928 -0.307 0.295
C 2.366 -4.064 -1.437 0.421
Cl 2.490 -5.442 -2.424 -0.073
C 1.439 -3.071 -1.745 0.120
Cl 0.410 -3.243 -3.097 -0.111
C 1.292 -1.929 -0.929 -0.162
O 0.408 -1.044 -1.131 -0.575
C 2.206 -1.745 0.214 0.479
O 2.102 -0.698 0.904 -0.867
C 3.147 -2.780 0.482 0.196
Cl 4.194 -2.572 1.820 -0.113
N -4.146 -1.463 -1.065 -0.421
C -3.769 -1.088 -2.292 0.575
N -4.692 -0.728 -3.186 -0.419
S -2.134 -0.999 -2.668 -0.384
H -5.116 -1.604 -0.828 0.197
H -3.450 -1.830 -0.437 0.189
H -5.675 -0.883 -3.022 0.199
H -4.406 -0.492 -4.123 0.213
C -0.047 3.231 -4.101 -0.743
C 0.397 1.805 -3.823 -0.615
N 0.009 1.466 -2.470 0.552
C -1.106 1.942 -1.878 -0.254
N -1.370 1.479 -0.662 0.152
C -2.578 1.904 0.007 -0.699
C -2.865 3.363 -0.332 -0.560
C -3.018 3.449 -1.843 -0.626
N -1.863 2.861 -2.498 0.368
C -1.543 3.335 -3.836 -0.578
H 0.162 3.500 -5.134 0.379
H 0.488 3.912 -3.436 0.270
H 1.481 1.708 -3.902 0.446
H -0.057 1.110 -4.539 0.318
H 0.300 0.545 -2.149 0.068
H -2.460 1.744 1.083 0.282
H -3.413 1.277 -0.331 0.185
H -2.025 3.982 -0.010 0.158
H -3.768 3.717 0.161 0.404
H -3.100 4.492 -2.158 0.488
H -3.930 2.929 -2.162 0.222
H -1.859 4.378 -3.910 0.401
H -2.109 2.757 -4.575 0.245

=====

43
Properties=species:S:1:pos:R:3:mulliken_charge:R:1 method="wB97M-V/def2-TZVPD" largest_force_ha_per_bohr=0.061 gap_ev=8.10 charge=0 e_tot_ha=-962.637259 multiplicity=1
C 0.164 0.411 1.231 -0.680
C 0.717 -0.565 1.741 0.093
O -1.259 3.050 -0.883 -0.458
O 5.283 -0.181 3.697 -0.513
C -0.614 1.817 -0.749 0.611
C -0.473 1.515 0.565 0.981
C -2.365 4.955 2.092 -0.405
C -1.969 4.028 3.059 -0.748
C 0.169 1.008 -4.332 -0.325
C -2.181 4.677 0.713 -0.871
C -0.033 1.761 -3.174 -1.024
C -1.296 2.850 2.677 -0.219
C 0.278 -0.373 -4.344 -0.668
C -0.130 -0.325 -1.961 -0.704
C -1.544 3.476 0.376 -0.214
C -0.212 1.080 -1.943 0.234
C -1.091 2.589 1.324 0.641
C 0.140 -1.034 -3.109 1.143
C 0.212 -2.534 -3.081 -1.515
C 1.288 -1.789 2.288 -0.627
C 4.229 -0.998 3.279 -0.453
C 1.761 -1.572 3.754 -0.764
C 2.887 -0.524 3.868 -0.443
H 6.127 -0.460 3.297 0.314
H -2.837 5.902 2.326 0.375
H -2.162 4.181 4.134 0.349
H 0.189 1.582 -5.254 0.353
H -2.487 5.358 -0.093 0.400
H -0.005 2.849 -3.267 0.406
H -0.907 2.155 3.391 0.521
H 0.455 -0.880 -5.320 0.339
H -0.259 -0.899 -1.030 0.298
H 1.114 -2.901 -3.614 0.347
H -0.625 -3.003 -3.505 0.335
H 0.317 -2.909 -2.057 0.332
H 2.106 -2.161 1.663 0.376
H 0.502 -2.550 2.357 0.320
H 4.189 -1.074 2.171 0.267
H 4.382 -2.051 3.612 0.253
H 2.098 -2.537 4.114 0.383
H 0.958 -1.267 4.414 0.360
H 2.565 0.425 3.398 0.262
H 3.074 -0.330 4.928 0.335